{"formula": "C16H26BeN6O6S", "method": "the ωB97M-V functional and the def2-TZVPD basis", "symbols": ["O", "H", "Be", "N", "N", "N", "N", "O", "O", "O", "O", "C", "C", "C", "C", "C", "H", "H", "H", "C", "H", "H", "H", "C", "C", "H", "H", "H", "H", "H", "H", "H", "H", "C", "H", "H", "H", "O", "H", "H", "N", "C", "N", "C", "C", "C", "C", "C", "C", "S", "H", "H", "H", "H", "H", "H"], "positions_angstrom": [[-0.76044, 0.68642, -4.92091], [-1.19196, 0.38697, -5.73664], [-0.06933, 0.01746, -0.07461], [-0.43312, 1.65228, 0.61633], [0.75064, 1.04398, -1.32463], [-1.39125, -0.70178, 0.95685], [-0.69466, -1.17477, -1.21285], [-1.39786, 2.06092, 1.40762], [-1.87048, -0.24979, 2.12813], [-0.55763, -1.14301, -2.56009], [1.14634, 0.69362, -2.52408], [1.17117, 2.24402, -0.87637], [0.51081, 2.57839, 0.31347], [-1.83349, -1.90645, 0.58257], [-1.37075, -2.21994, -0.71321], [0.72444, 3.80177, 1.12209], [0.98077, 3.55108, 2.15898], [-0.16785, 4.43937, 1.13783], [1.56409, 4.37671, 0.72085], [2.16286, 3.07212, -1.59927], [1.83165, 3.27685, -2.62438], [3.12638, 2.55173, -1.64252], [2.32516, 4.01981, -1.07943], [-2.69786, -2.77662, 1.41252], [-1.66628, -3.49745, -1.41643], [-3.30173, -2.17930, 2.10302], [-2.09090, -3.48201, 1.99744], [-3.35234, -3.37159, 0.76528], [-0.98182, -3.64820, -2.25625], [-2.70404, -3.51089, -1.78109], [-1.54956, -4.34545, -0.72845], [-1.69890, 0.79413, 1.99599], [0.09094, -0.33775, -2.72603], [-1.76424, 1.25399, -4.07873], [-1.24480, 1.91817, -3.38977], [-2.28213, 0.47443, -3.51314], [-2.48252, 1.83063, -4.67743], [-3.56060, 2.07450, -0.92661], [-3.64266, 1.10794, -1.04112], [-2.78738, 2.15449, -0.31658], [2.22785, -1.58018, -1.34771], [2.19398, -1.47333, -0.02438], [1.34194, -0.70797, 0.66364], [1.60375, -0.72467, 2.03616], [0.97626, 0.00702, 3.04574], [1.32560, -0.22115, 4.38174], [2.33523, -1.13882, 4.69858], [3.00153, -1.84555, 3.68754], [2.62838, -1.62802, 2.36700], [3.31105, -2.39758, 0.94440], [2.92121, -2.21700, -1.72618], [1.83482, -0.82293, -1.94440], [0.24700, 0.75555, 2.75295], [0.80387, 0.33608, 5.15955], [2.61073, -1.29749, 5.74040], [3.79814, -2.56076, 3.88661]], "forces_ev_per_angstrom": [[-0.289, -0.144, -0.499], [0.247, 0.073, 0.444], [-0.226, 1.090, -0.140], [1.770, 2.526, -0.494], [1.218, 2.767, 0.173], [-2.355, -3.225, 0.592], [-1.862, -2.847, -0.782], [-0.241, -0.470, 1.165], [0.354, 0.159, -0.024], [0.463, -0.291, 0.287], [0.467, -0.883, -0.691], [-0.024, -2.661, -1.525], [-2.099, -1.399, 1.668], [0.898, 2.903, 2.777], [2.238, 1.954, -2.620], [-0.032, 0.497, -0.042], [-0.246, -0.085, -0.131], [0.155, -0.133, 0.062], [-0.227, -0.031, 0.087], [0.146, 0.246, -0.111], [0.122, -0.130, 0.164], [-0.136, 0.000, -0.174], [-0.047, -0.137, -0.190], [-0.343, -0.202, 0.009], [-0.116, -0.049, -0.272], [0.192, -0.117, -0.160], [-0.085, 0.190, -0.058], [0.051, 0.085, 0.186], [-0.224, 0.194, 0.076], [0.269, -0.042, -0.036], [-0.075, 0.273, -0.041], [-0.443, 0.038, -0.010], [-0.011, -0.229, -0.120], [0.112, 0.062, -0.338], [-0.149, -0.008, 0.056], [-0.051, 0.120, -0.008], [0.068, -0.037, 0.291], [0.814, -0.747, 0.427], [0.004, 0.711, 0.056], [-0.750, 0.030, -0.329], [0.296, -0.215, -0.217], [-0.630, 0.529, 0.679], [0.373, -0.186, -0.634], [0.645, -0.728, 0.081], [0.121, 0.029, -0.088], [0.149, -0.046, -0.650], [0.091, -0.155, -0.164], [-0.148, 0.149, 0.064], [-0.075, 0.017, 0.708], [-0.342, 0.411, 0.373], [-0.330, 0.408, -0.070], [0.190, -0.135, 0.035], [0.105, -0.176, 0.338], [0.231, -0.168, -0.157], [-0.047, 0.000, -0.267], [-0.190, 0.213, 0.242]], "e_tot_ev": -49473.5444, "e_lumo_ev": [-0.51, -0.51], "multiplicity": 1, "de_lowest_kcal_mol": 2.0, "max_force_ha_per_bohr": 0.0801}